Entry 1:
DFT (ωB97M-V/def2-TZVPD) results for 13 unconnected molecules or ions with the total composition C23H66BN26O17S at a distorted geometry.

Highest occupied orbital energy (eV): -10.4
Charge: +1

Geometry (Å):
C1 -5.516 3.237 -1.190
C2 -4.601 1.845 -1.119
N1 -3.194 2.176 -1.657
C3 -2.523 3.406 -1.011
C4 -1.043 3.959 -1.472
C5 -0.256 3.148 -2.685
C6 1.195 3.754 -3.148
O1 1.734 3.699 -4.369
O2 1.965 4.490 -2.093
S1 1.620 6.148 -2.456
C7 -1.007 1.824 -3.295
B1 -0.318 0.941 -4.500
N2 0.146 -0.501 -4.416
O3 -0.091 1.666 -5.800
C8 -2.513 1.338 -2.755
O4 -3.122 0.138 -3.350
C9 -3.206 -0.980 -2.397
C10 -3.077 -2.474 -3.066
C11 -2.578 -3.514 -1.863
O5 -2.096 -2.583 -4.158
H1 -5.449 3.744 -0.134
H2 -6.625 3.032 -1.553
H3 -5.067 3.996 -1.994
H4 -5.143 1.091 -1.866
H5 -4.483 1.423 -0.034
H6 -3.055 4.022 -0.137
H7 -0.605 4.938 -0.952
H8 1.280 6.851 -1.285
H9 1.174 -0.520 -4.689
H10 -0.323 -0.976 -5.245
H11 -0.775 2.424 -5.754
H12 -2.466 -0.886 -1.473
H13 -4.298 -0.924 -1.919
H14 -4.095 -2.918 -3.470
H15 -1.453 -3.377 -1.570
H16 -2.836 -4.648 -2.112
H17 -3.211 -3.210 -0.910
H18 -1.209 -2.747 -3.679
C12 0.556 2.418 1.930
O6 -0.444 3.102 2.076
N3 1.005 1.575 2.878
N4 1.300 2.446 0.810
H19 1.827 1.004 2.777
H20 0.474 1.524 3.737
H21 0.997 3.068 0.072
H22 2.127 1.890 0.672
C13 -8.996 1.417 -0.126
O7 -8.172 2.289 -0.350
N5 -10.017 1.583 0.734
N6 -8.957 0.210 -0.719
H23 -10.705 0.876 0.932
H24 -10.083 2.478 1.202
H25 -8.204 0.043 -1.374
H26 -9.626 -0.521 -0.548
C14 2.116 0.794 6.521
O8 2.400 -0.053 5.689
N7 1.807 2.061 6.193
N8 2.088 0.536 7.841
H27 1.571 2.773 6.864
H28 1.816 2.298 5.209
H29 2.315 -0.406 8.131
H30 1.857 1.220 8.542
C15 3.625 -2.790 3.360
O9 3.004 -1.952 2.725
N9 4.164 -3.883 2.789
N10 3.826 -2.696 4.687
H31 4.679 -4.584 3.295
H32 4.037 -3.992 1.792
H33 3.437 -1.888 5.155
H34 4.335 -3.376 5.226
C16 -4.491 -0.461 -6.956
O10 -4.814 -1.598 -6.652
N11 -4.714 0.057 -8.177
N12 -3.885 0.377 -6.096
H35 -4.456 0.991 -8.446
H36 -5.169 -0.541 -8.855
H37 -3.698 0.027 -5.165
H38 -3.612 1.318 -6.327
C17 -10.190 3.518 -3.797
O11 -11.218 2.859 -3.807
N13 -9.253 3.390 -2.841
N14 -9.903 4.432 -4.742
H39 -8.400 3.924 -2.816
H40 -9.430 2.713 -2.111
H41 -10.582 4.560 -5.481
H42 -9.062 4.984 -4.751
C18 6.106 -5.365 6.658
O12 5.485 -4.527 6.024
N15 6.645 -6.457 6.088
N16 6.307 -5.270 7.985
H43 7.160 -7.158 6.594
H44 6.517 -6.567 5.090
H45 5.917 -4.463 8.454
H46 6.815 -5.950 8.525
C19 -1.760 -0.753 7.318
O13 -1.892 0.020 8.254
N17 -0.686 -0.740 6.509
N18 -2.679 -1.687 7.012
H47 -0.560 -1.369 5.734
H48 0.030 -0.053 6.705
H49 -3.504 -1.731 7.597
H50 -2.589 -2.333 6.246
C20 10.041 -3.543 7.013
O14 10.521 -4.450 7.674
N19 8.745 -3.188 7.098
N20 10.763 -2.816 6.142
H51 8.331 -2.444 6.562
H52 8.166 -3.710 7.742
H53 11.743 -3.050 6.048
H54 10.385 -2.065 5.589
C21 5.646 6.150 -3.901
O15 5.515 6.923 -2.966
N21 6.721 6.162 -4.710
N22 4.727 5.216 -4.207
H55 6.846 5.534 -5.486
H56 7.436 6.850 -4.515
H57 3.903 5.172 -3.623
H58 4.818 4.570 -4.974
C22 10.215 -1.272 2.759
O16 9.430 -1.171 3.689
N23 10.422 -2.428 2.105
N24 10.944 -0.235 2.307
H59 11.065 -2.531 1.337
H60 9.894 -3.234 2.413
H61 10.818 0.654 2.773
H62 11.596 -0.299 1.544
C23 -4.673 -5.397 -8.329
O17 -5.033 -6.498 -8.714
N25 -5.456 -4.595 -7.584
N26 -3.463 -4.886 -8.616
H63 -5.177 -3.685 -7.258
H64 -6.375 -4.942 -7.345
H65 -2.842 -5.457 -9.175
H66 -3.148 -3.981 -8.309

Cartesian forces (eV/Å) of the 6 atoms listed first:
0.494 0.493 -0.361
-1.516 0.487 -0.951
3.143 0.714 -0.977
3.351 -0.533 -2.464
-2.211 -3.411 -1.651
-3.872 -0.517 2.035

Here are the Löwdin charges for atoms 1 to 4, given in e:
1 C -0.100
2 C -0.156
3 N -0.019
4 C 0.086



Entry 2:
DFT (ωB97M-V/def2-TZVPD) results for a molecular structure, C23H66N9O14Sr at a distorted geometry.

Highest occupied orbital energy (spin up / spin down) (eV): -4.2 / -8.3
Spin multiplicity: 2
<S²>: 0.750

Geometry (Å):
Sr1 0.512 1.915 -3.011
C1 0.280 -0.322 1.073
C2 0.305 0.509 -0.233
O1 -0.723 0.964 -0.769
O2 1.450 0.804 -0.806
H1 -0.734 -0.497 1.433
H2 0.708 0.254 1.893
H3 0.868 -1.239 1.109
C3 1.954 -4.501 -0.678
O3 1.454 -5.515 -1.061
N1 1.961 -3.400 -1.317
N2 2.611 -4.390 0.454
H4 2.483 -2.698 -0.812
H5 1.504 -3.210 -2.197
H6 2.847 -3.454 0.749
H7 2.549 -5.129 1.139
C4 5.232 2.010 -0.162
O4 6.279 2.341 -0.671
N3 4.078 2.328 -0.523
N4 5.127 1.450 1.009
H8 3.456 1.682 -0.058
H9 3.854 2.750 -1.413
H10 4.246 1.434 1.504
H11 5.987 1.127 1.428
C5 0.670 -2.153 4.968
O5 1.081 -1.480 4.077
N5 0.364 -1.730 6.126
N6 0.564 -3.433 4.881
H12 0.659 -0.782 6.310
H13 -0.120 -2.331 6.778
H14 0.116 -3.748 5.730
H15 0.917 -3.991 4.117
C6 -5.326 3.865 1.578
O6 -4.069 4.637 1.795
C7 -2.869 3.990 2.173
C8 -1.790 4.988 2.596
N7 -0.486 4.457 3.060
C9 0.283 3.737 2.008
C10 1.761 3.441 2.235
O7 2.404 4.778 2.067
C11 3.620 4.886 1.308
H16 -5.254 3.247 0.683
H17 -6.241 4.431 1.753
H18 -5.426 3.170 2.411
H19 -2.623 3.511 1.225
H20 -3.081 3.251 2.945
H21 -2.243 5.443 3.477
H22 -1.662 5.912 2.033
H23 0.053 5.270 3.320
H24 0.310 4.343 1.102
H25 -0.335 2.885 1.724
H26 2.115 2.749 1.471
H27 1.992 3.117 3.250
H28 4.176 3.985 1.568
H29 4.099 5.819 1.602
H30 3.362 5.020 0.257
C12 -8.398 -4.649 0.872
O8 -7.206 -5.027 1.575
C13 -6.050 -4.855 0.783
C14 -4.841 -4.321 1.622
N8 -5.019 -3.157 2.477
C15 -5.450 -2.134 1.583
C16 -5.406 -0.676 2.221
O9 -5.286 0.242 1.216
C17 -3.883 0.497 0.941
H31 -8.578 -3.575 0.840
H32 -9.198 -4.921 1.562
H33 -8.461 -5.209 -0.061
H34 -6.334 -4.142 0.009
H35 -5.618 -5.815 0.499
H36 -3.988 -4.235 0.949
H37 -4.462 -5.075 2.311
H38 -4.141 -2.909 2.910
H39 -6.479 -2.327 1.281
H40 -4.855 -2.190 0.671
H41 -4.530 -0.564 2.860
H42 -6.371 -0.556 2.713
H43 -3.791 1.205 0.117
H44 -3.228 -0.297 0.582
H45 -3.530 0.997 1.843
C18 2.806 -2.774 -6.191
O10 2.566 -1.997 -5.001
C19 3.619 -1.219 -4.571
C20 3.159 -0.321 -3.370
N9 2.673 0.927 -3.961
C21 3.696 1.963 -4.131
C22 4.914 1.664 -4.989
O11 4.537 1.525 -6.404
C23 5.674 1.120 -7.165
H46 3.604 -3.516 -6.169
H47 3.249 -2.107 -6.931
H48 1.994 -3.403 -6.555
H49 4.158 -0.644 -5.324
H50 4.460 -1.836 -4.254
H51 3.935 -0.200 -2.614
H52 2.283 -0.723 -2.862
H53 2.654 0.587 -4.913
H54 4.038 2.302 -3.154
H55 3.197 2.811 -4.600
H56 5.623 0.897 -4.678
H57 5.440 2.616 -4.928
H58 6.358 1.947 -6.971
H59 5.427 0.901 -8.203
H60 5.931 0.159 -6.720
O12 -2.136 1.903 -2.954
H61 -2.344 1.275 -2.262
H62 -2.895 1.878 -3.536
O13 -2.838 -2.083 3.385
H63 -1.990 -1.761 3.081
H64 -3.226 -1.338 3.845
O14 3.405 -1.326 0.716
H65 3.174 -0.733 0.001
H66 2.647 -1.303 1.300

Cartesian forces (eV/Å) of the 6 atoms listed first:
-0.735 -0.043 0.769
-0.119 0.858 0.141
1.750 0.563 -1.149
-0.754 -0.431 0.462
-0.638 -1.013 1.271
-0.083 -0.228 -0.478

Here are the Löwdin charges for atoms 1 to 4, given in e:
1 Sr 1.126
2 C 0.011
3 C -0.653
4 O -0.131